1.
{
  "formula": "C19H48AsCl2F6MnNO5PSi3",
  "method": "ωB97M-V/def2-TZVPD",
  "gap_ev": [8.01, 7.62],
  "homo_ha": [-0.44604, -0.47253],
  "relative_energy_kcal_mol": 16.60,
  "max_force_ev_per_a": 0.51,
  "charge": 1,
  "multiplicity": 6,
  "species": ["Mn", "C", "C", "O", "H", "H", "H", "H", "H", "H", "C", "Si", "C", "C", "As", "Si", "C", "C", "C", "Si", "C", "C", "C", "H", "H", "H", "H", "H", "H", "H", "H", "H", "H", "H", "H", "H", "H", "H", "H", "H", "H", "H", "H", "H", "H", "H", "H", "H", "H", "H", "Cl", "C", "Cl", "C", "O", "O", "H", "F", "P", "F", "F", "F", "F", "F", "C", "C", "C", "O", "H", "H", "H", "H", "H", "H", "H", "C", "N", "C", "C", "O", "H", "H", "H", "H", "H", "H", "H"],
  "coordinates": [[0.305, -0.972, 0.552], [-1.426, 3.369, 1.728], [-1.534, 1.889, 1.449], [-0.390, 1.385, 0.714], [-2.192, 3.658, 2.449], [-1.558, 3.977, 0.835], [-0.458, 3.611, 2.173], [-2.396, 1.650, 0.827], [-1.636, 1.334, 2.376], [0.401, 1.547, 1.251], [-1.087, 5.106, -1.624], [-2.257, 3.817, -2.301], [-3.805, 3.614, -1.286], [-2.725, 4.250, -4.054], [-1.090, 1.726, -2.345], [1.056, 2.188, -3.301], [2.045, 2.837, -1.865], [0.847, 3.501, -4.606], [1.672, 0.633, -4.116], [-2.457, -0.058, -3.213], [-3.645, -0.405, -1.833], [-3.265, 0.683, -4.720], [-1.313, -1.444, -3.671], [-1.678, 5.914, -1.184], [-0.487, 5.540, -2.426], [-0.410, 4.736, -0.857], [-4.208, 4.607, -1.070], [-3.659, 3.101, -0.336], [-4.563, 3.069, -1.854], [-3.129, 5.268, -4.006], [-3.505, 3.604, -4.456], [-1.889, 4.262, -4.751], [1.599, 3.773, -1.521], [3.070, 3.059, -2.174], [2.067, 2.146, -1.022], [0.494, 4.458, -4.225], [0.192, 3.183, -5.419], [1.843, 3.663, -5.034], [1.593, -0.248, -3.482], [2.718, 0.767, -4.408], [1.101, 0.456, -5.030], [-4.325, 0.438, -1.690], [-3.123, -0.596, -0.893], [-4.246, -1.288, -2.064], [-4.087, 1.352, -4.462], [-3.678, -0.142, -5.310], [-2.565, 1.223, -5.360], [-0.603, -1.657, -2.871], [-0.770, -1.203, -4.587], [-1.898, -2.349, -3.855], [4.990, -0.584, 2.044], [3.477, -0.824, 2.966], [3.202, 0.470, 4.112], [2.364, -0.955, 1.942], [2.162, -2.054, 1.399], [1.668, 0.061, 1.614], [3.579, -1.760, 3.502], [-1.673, -0.847, 1.531], [-1.495, -1.540, 3.086], [-1.187, -2.244, 4.455], [-2.446, -2.720, 2.604], [-0.208, -2.317, 2.334], [-2.715, -0.680, 3.601], [-0.471, -0.337, 3.415], [-0.094, -4.354, -1.120], [-0.966, -3.423, -0.299], [-2.437, -3.546, -0.647], [-0.572, -2.057, -0.528], [-0.398, -5.388, -0.953], [0.954, -4.276, -0.826], [-0.183, -4.140, -2.188], [-0.841, -3.657, 0.758], [-2.604, -3.305, -1.699], [-3.031, -2.881, -0.022], [-2.777, -4.568, -0.474], [4.612, -2.476, -1.664], [3.701, -1.345, -1.516], [4.275, -0.016, -1.653], [2.451, -1.544, -1.170], [1.605, -0.631, -0.984], [4.909, -2.592, -2.706], [4.127, -3.386, -1.317], [5.497, -2.302, -1.054], [4.910, 0.206, -0.796], [3.476, 0.714, -1.706], [4.871, 0.023, -2.564], [2.164, -2.590, -1.076]],
  "atomic_forces_ev_per_a": [[-0.18, -0.40, 0.25], [0.02, 0.04, 0.03], [-0.03, -0.06, -0.04], [0.05, -0.04, -0.18], [-0.01, 0.00, -0.02], [0.04, 0.00, -0.04], [-0.01, -0.01, 0.01], [-0.02, 0.00, 0.02], [0.03, 0.02, 0.01], [0.00, 0.06, 0.01], [0.03, 0.00, -0.04], [-0.07, 0.06, 0.11], [-0.01, -0.04, 0.01], [-0.02, 0.03, 0.00], [-0.04, 0.24, -0.35], [-0.03, -0.08, 0.13], [-0.01, 0.05, 0.01], [0.03, 0.00, -0.05], [0.02, 0.00, -0.03], [0.08, -0.04, 0.14], [-0.03, 0.02, 0.02], [-0.05, -0.03, -0.02], [0.06, 0.03, -0.04], [0.02, 0.01, -0.01], [0.00, 0.00, 0.02], [-0.03, -0.01, 0.03], [-0.02, -0.02, -0.01], [0.04, 0.03, 0.00], [0.01, -0.01, 0.02], [-0.01, -0.02, -0.05], [0.00, 0.00, 0.02], [0.02, 0.00, 0.03], [0.04, 0.00, 0.01], [-0.01, -0.01, 0.01], [-0.02, -0.01, -0.01], [0.01, -0.02, 0.03], [0.01, -0.01, 0.01], [-0.03, 0.04, -0.03], [0.00, 0.02, 0.02], [-0.01, -0.01, 0.00], [0.02, -0.03, 0.01], [0.00, -0.01, 0.01], [0.02, -0.03, -0.02], [-0.01, 0.02, 0.00], [0.00, -0.01, 0.01], [-0.03, 0.03, 0.00], [0.01, -0.03, 0.00], [-0.04, -0.01, 0.02], [0.00, -0.03, 0.00], [0.00, 0.01, -0.02], [0.01, 0.01, 0.00], [0.03, -0.02, -0.05], [0.00, 0.01, 0.00], [0.02, 0.05, -0.24], [0.07, -0.01, 0.06], [-0.12, -0.07, 0.34], [0.00, -0.01, 0.01], [0.04, 0.16, 0.02], [-0.07, -0.14, -0.07], [-0.01, 0.00, -0.01], [0.00, 0.00, -0.02], [0.12, 0.14, 0.22], [-0.03, -0.01, 0.02], [0.01, 0.01, 0.00], [0.03, -0.04, -0.02], [-0.13, 0.15, 0.08], [-0.04, -0.05, 0.01], [0.08, -0.17, -0.30], [-0.01, 0.01, -0.02], [-0.01, -0.01, 0.03], [0.00, 0.03, 0.01], [0.01, 0.01, 0.00], [0.01, 0.00, 0.01], [0.01, 0.00, 0.00], [0.01, 0.01, 0.00], [-0.01, 0.03, 0.02], [0.00, -0.04, 0.01], [-0.02, 0.01, -0.03], [-0.08, -0.05, -0.12], [0.21, 0.31, -0.02], [0.01, 0.01, 0.00], [0.00, -0.01, -0.03], [-0.01, 0.00, 0.01], [0.01, -0.01, 0.00], [0.01, -0.01, 0.01], [0.00, 0.00, 0.00], [-0.02, -0.03, 0.04]]
}


2.
{
  "formula": "C4H13N2O2",
  "method": "ωB97M-V/def2-TZVPD",
  "gap_ev": 5.98,
  "homo_ha": -0.50606,
  "relative_energy_kcal_mol": 138.49,
  "max_force_ev_per_a": 5.01,
  "charge": 1,
  "species": ["C", "C", "C", "C", "N", "O", "N", "H", "H", "H", "H", "H", "H", "H", "H", "H", "H", "H", "H", "H", "O"],
  "coordinates": [[1.026, 0.506, 0.527], [0.025, -0.463, 1.245], [-1.160, -0.797, 0.404], [-2.357, 0.075, 0.417], [-3.008, 0.412, 1.679], [-2.094, 1.403, -0.192], [1.315, 0.094, -0.826], [1.913, 0.582, 1.114], [0.574, 1.513, 0.497], [-0.313, -0.017, 2.212], [0.542, -1.365, 1.517], [-1.315, -1.821, 0.158], [-3.113, -0.393, -0.245], [-2.393, 0.427, 2.474], [-3.447, 1.342, 1.556], [-2.169, 1.303, -1.179], [2.151, -0.387, -0.949], [0.585, -0.416, -1.194], [5.125, -0.602, -2.693], [3.982, -0.718, -3.740], [4.132, -0.680, -2.782]],
  "atomic_forces_ev_per_a": [[-0.10, 1.34, -1.31], [-1.52, -0.62, -0.76], [0.61, 1.31, 4.80], [-2.42, 2.39, -1.23], [0.54, -0.58, -0.51], [0.82, -1.71, -1.21], [-0.04, 1.67, 2.03], [0.65, -0.07, 0.38], [-0.17, -0.52, 0.25], [-0.05, 0.36, -0.89], [0.37, -0.57, -0.31], [0.14, -0.68, -1.23], [0.24, 0.10, 0.34], [0.15, 0.09, 0.16], [0.31, -0.90, 0.01], [0.13, 0.32, 1.17], [1.81, -0.80, -0.43], [-1.39, -1.12, -1.34], [-1.73, -0.14, -0.17], [0.10, 0.03, 0.39], [1.54, 0.10, -0.12]]
}